Entry 1:
A cluster of 2 separate species, C2H5O2S2 in total in a non-equilibrium geometry. Source: the Open Molecules 2025 dataset; level of theory: wB97M-V/def2-TZVPD.

## Properties
gap between HOMO and LUMO	7.3	eV
calculated total energy	-27920.59821	eV
total charge	-1

Structure (XYZ):
```
11
C2H5O2S2 wB97M-V/def2-TZVPD
C -1.1640 0.2878 -1.3163
S -2.0867 -1.0054 -0.3287
S -0.9245 -0.9692 1.4837
H -1.9886 0.9617 -1.2905
H -0.8534 0.1751 -2.4271
H -0.3658 0.8876 -0.8763
H 0.0933 -0.2381 0.9928
O 3.4520 0.5646 -0.0838
C 2.2890 1.0083 -0.1938
O 1.9145 2.1170 -0.7368
H 1.6122 0.5767 0.7462
```



Entry 2:
A cluster of 2 separate species, C2H5O3 in total in a non-equilibrium geometry. Source: the Open Molecules 2025 dataset; level of theory: wB97M-V/def2-TZVPD.

## Properties
gap between HOMO and LUMO	8.6	eV
calculated total energy	-8299.55905	eV
total charge	-1

Structure (XYZ):
```
10
C2H5O3 wB97M-V/def2-TZVPD
O -0.8595 -0.5265 0.1223
C 0.0618 -0.4404 -0.7302
O -0.0679 -0.5557 -1.9651
C 1.4800 -0.0771 -0.2284
H 1.9183 0.6543 -0.8955
H 2.0958 -0.9771 -0.1862
H 1.3810 0.2533 0.8052
H -0.7532 0.4222 1.5430
H -0.4776 1.9308 1.6648
O -0.7156 1.1704 2.1975
```



Entry 3:
A cluster of 2 separate species, C2H5O3 in total in a non-equilibrium geometry. Source: the Open Molecules 2025 dataset; level of theory: wB97M-V/def2-TZVPD.

## Properties
gap between HOMO and LUMO (alpha / beta)	11.7 / 6.1	eV
calculated total energy	-8294.51493	eV
multiplicity	2

Structure (XYZ):
```
10
C2H5O3 wB97M-V/def2-TZVPD
O 0.1462 -0.7666 0.6995
C 0.7129 -0.2477 -0.3066
O 1.8307 -0.5166 -0.7406
C 0.0657 1.0736 -0.9080
H 0.4886 1.1910 -1.8426
H -0.9372 1.0108 -0.9033
H 0.3057 1.9990 -0.1736
H -1.8503 -0.7284 0.9332
H -1.2803 0.5068 1.3992
O -2.1517 0.1664 1.0255
```



Entry 4:
A cluster of 2 separate species, C2H5O4PS in total in a non-equilibrium geometry. Source: the Open Molecules 2025 dataset; level of theory: wB97M-V/def2-TZVPD.

## Properties
gap between HOMO and LUMO	5.6	eV
calculated total energy	-30469.42866	eV
total charge	-2

Structure (XYZ):
```
13
C2H5O4PS wB97M-V/def2-TZVPD
C -1.2161 0.4005 0.6985
C -2.2008 0.0622 -0.3660
O 1.5216 0.6273 -1.4775
O 2.5459 1.0852 0.8367
O 1.5583 -1.1365 0.4271
O -3.3132 -0.4733 -0.2536
P 2.2333 0.1268 -0.2470
S 0.3533 -2.2135 -0.2365
H -0.2267 0.0452 0.4046
H -1.1669 1.4373 0.6479
H -1.6365 0.0962 1.6543
H -2.0476 0.4260 -1.3140
H 3.5955 -0.4834 -0.7745
```



Entry 5:
A cluster of 2 separate species, C2H5O5 in total in a non-equilibrium geometry. Source: the Open Molecules 2025 dataset; level of theory: wB97M-V/def2-TZVPD.

## Properties
gap between HOMO and LUMO (alpha / beta)	8.6 / 6.5	eV
calculated total energy	-12381.17418	eV
multiplicity	4

Structure (XYZ):
```
12
C2H5O5 wB97M-V/def2-TZVPD
O 0.3551 -0.4828 -0.0609
O -0.0499 -0.6808 1.1944
H 0.4968 0.4883 -0.0594
O 1.0237 1.9745 -0.6632
C 1.3326 1.6264 -1.8204
C 2.3625 2.4091 -2.5865
O 1.4942 3.2813 -3.3065
O 2.4338 4.2779 -3.8955
H 0.8194 0.9216 -2.5167
H 2.9849 2.9691 -1.8718
H 2.9377 1.8064 -3.3075
H 1.8033 4.7135 -4.5181
```



Entry 6:
The molecule C2H5O5PSi in a non-equilibrium geometry. Source: the Open Molecules 2025 dataset; level of theory: wB97M-V/def2-TZVPD.

## Properties
gap between HOMO and LUMO (alpha / beta)	7.2 / 7.8	eV
calculated total energy	-29555.59216	eV
multiplicity	3

Structure (XYZ):
```
14
C2H5O5PSi wB97M-V/def2-TZVPD
C 1.4567 1.4182 0.6553
C -0.5832 -1.1499 -0.7040
O 4.7900 0.0372 -0.5638
O 2.8499 1.2066 0.6623
O 1.6904 -1.3203 1.1006
O 3.1000 -1.2617 0.7900
O 2.2536 -0.1118 -1.3338
Si 0.7525 -0.3253 0.2771
P 3.3748 0.0198 -0.2833
H 1.0884 1.7876 1.5822
H 1.2437 2.1412 -0.1530
H -0.0638 -1.8615 -1.3443
H -1.0390 -1.9093 0.1288
H -1.3096 -0.5968 -1.3643
```



Entry 7:
The molecule C2H5OP in a non-equilibrium geometry. Source: the Open Molecules 2025 dataset; level of theory: wB97M-V/def2-TZVPD.

## Properties
gap between HOMO and LUMO	11.2	eV
SMILES	O=[PH]1CC1
calculated total energy	-13489.25579	eV

Structure (XYZ):
```
9
C2H5OP wB97M-V/def2-TZVPD
C -0.4032 0.9161 0.1813
C -0.4389 -0.9440 0.1255
O 2.1020 0.0478 0.3682
P 0.9075 0.0049 -0.5369
H -1.2530 1.4851 -0.1217
H -0.0662 1.3225 1.2364
H -0.4198 -1.3826 1.1121
H -1.3737 -1.3914 -0.3689
H 0.9452 -0.0585 -1.9961
```



Entry 8:
The molecule C2H5OP in a non-equilibrium geometry. Source: the Open Molecules 2025 dataset; level of theory: wB97M-V/def2-TZVPD.

## Properties
gap between HOMO and LUMO (alpha / beta)	7.2 / 7.9	eV
calculated total energy	-13487.62648	eV

Structure (XYZ):
```
9
C2H5OP wB97M-V/def2-TZVPD
C 0.8210 0.9583 -0.1367
C 0.1253 -0.3611 -0.4144
O 0.6023 -1.4825 0.2479
P -1.7285 0.3093 0.1378
H 0.9911 1.4702 0.7763
H 0.6523 1.5961 -1.0149
H 0.0120 -0.4163 -1.4967
H 0.0355 -2.2355 0.2742
H -1.5110 0.1614 1.6265
```



Entry 9:
A cluster of 2 separate species, C2H5OS in total in a non-equilibrium geometry. Source: the Open Molecules 2025 dataset; level of theory: wB97M-V/def2-TZVPD.

## Properties
gap between HOMO and LUMO	6.9	eV
calculated total energy	-15038.28940	eV
total charge	-1

Structure (XYZ):
```
9
C2H5OS wB97M-V/def2-TZVPD
S 2.3321 0.5703 -0.4687
H 3.0259 -0.1617 0.4538
O -2.0872 0.8660 -1.0322
C -1.0934 0.6662 -0.3759
C -0.6097 -0.6031 0.2885
H -0.2416 1.3621 -0.3406
H -1.2626 -1.4910 0.2515
H -0.4757 -0.3281 1.3455
H 0.4122 -0.8806 -0.1218
```



Entry 10:
A cluster of 2 separate species, C2H5OS in total in a non-equilibrium geometry. Source: the Open Molecules 2025 dataset; level of theory: wB97M-V/def2-TZVPD.

## Properties
gap between HOMO and LUMO	7.6	eV
calculated total energy	-15037.45808	eV
total charge	-1

Structure (XYZ):
```
9
C2H5OS wB97M-V/def2-TZVPD
S 1.3636 -2.7686 0.4759
H 2.2966 -3.4986 -0.1745
C -1.0456 1.6226 -0.5912
C -0.4643 0.7464 0.2570
O 0.7491 0.2849 0.2617
H -2.0543 1.7051 -0.5672
H -0.4403 2.4558 -1.1195
H -1.2970 0.2371 0.8991
H 0.8922 -0.7846 0.5586
```



Entry 11:
A cluster of 2 separate species, C2H5OS in total. Source: the Open Molecules 2025 dataset; level of theory: wB97M-V/def2-TZVPD.

## Properties
gap between HOMO and LUMO	7.0	eV
calculated total energy	-15038.45780	eV
total charge	-1

Structure (XYZ):
```
9
C2H5OS wB97M-V/def2-TZVPD
O 0.0483 1.8792 1.5200
C -0.1605 0.9109 0.8170
C 0.4072 0.7510 -0.5640
H -0.7781 0.0680 1.1645
H -0.1435 1.3695 -1.2794
H 0.3876 -0.3031 -0.8790
H 1.4478 1.0897 -0.5966
S -0.6639 -2.2765 -0.3716
H -0.5449 -3.4886 0.1891
```



Entry 12:
A cluster of 2 separate species, C2H5P in total in a non-equilibrium geometry. Source: the Open Molecules 2025 dataset; level of theory: wB97M-V/def2-TZVPD.

## Properties
gap between HOMO and LUMO	10.2	eV
calculated total energy	-11439.51438	eV

Structure (XYZ):
```
8
C2H5P wB97M-V/def2-TZVPD
C -0.2701 0.7003 0.0078
C -0.0980 -0.7772 0.1237
P 1.5194 0.1647 0.0637
H -0.9251 1.1312 -0.7751
H -0.9008 1.3607 1.5188
H -0.5128 -1.1592 1.0307
H -0.5418 -1.1754 -0.7679
H 1.7292 -0.2451 -1.2017
```



Which value of calculated total energy does entry 2 give? -8299.55905 eV



Which value of calculated total energy does entry 2 give? -8299.55905 eV